No. 1
ORCA calculation (the ωB97M-V functional and the def2-TZVPD basis) on the molecule C18H23N3O4S.

Spin multiplicity: 1
ΔE to the lowest compared entry with this formula, charge and spin: 1.337 eV
Max |F|: 0.74 eV Å⁻¹
Structure (SMILES): CCOCCCn1c(=S)[nH]c2cc(C(=O)N3CCOCC3)ccc2c1=O
Electronic energy: -42535.8518 eV
LUMO: -0.18 eV

Cartesian coordinates (Å):
C: -0.75992 2.69171 -4.09213
C: 0.72951 2.98482 -4.26642
O: 1.45610 1.99707 -4.95934
C: 1.66913 0.78003 -4.27891
C: 0.68556 -0.31422 -4.71037
C: 0.99366 -1.66551 -4.06861
N: 0.90589 -1.61329 -2.61396
C: 2.05084 -1.60248 -1.86748
S: 3.57389 -1.64819 -2.49211
N: 1.91603 -1.54869 -0.51256
C: 0.71612 -1.51970 0.14844
C: 0.64540 -1.47434 1.53938
C: -0.59174 -1.45295 2.16161
C: -1.76399 -1.48354 1.40414
C: -1.69576 -1.51397 0.02815
C: -0.45828 -1.53142 -0.61284
C: -0.38133 -1.57775 -2.07689
O: -1.35094 -1.58631 -2.80242
H: -2.58554 -1.53388 -0.58187
H: -2.71857 -1.49073 1.90627
C: -0.67887 -1.51748 3.66023
O: -1.02011 -2.54097 4.21970
N: -0.31791 -0.39878 4.32738
C: -0.10647 0.90426 3.74020
H: -0.12007 0.83955 2.65250
C: -1.21089 1.85571 4.22608
O: -1.25298 1.91229 5.62998
C: -1.49497 0.63787 6.18661
H: -1.50537 0.77438 7.26837
C: -0.40699 -0.35731 5.77463
H: -0.64332 -1.36125 6.12866
H: 0.55913 -0.03613 6.17759
H: -2.47576 0.26403 5.85605
H: -1.01961 2.87346 3.88274
H: -2.18064 1.51352 3.83104
H: 0.86622 1.28599 4.07186
H: 1.55329 -1.47055 2.12439
H: 2.78147 -1.56174 0.01201
H: 0.25878 -2.39841 -4.41022
H: 1.99894 -1.99759 -4.32970
H: 0.75113 -0.42534 -5.79296
H: -0.33616 -0.02721 -4.46401
H: 1.61882 0.93962 -3.19258
H: 2.68790 0.46307 -4.52962
H: 1.18714 3.16383 -3.28009
H: 0.85517 3.88525 -4.87381
H: -0.92499 1.87351 -3.39462
H: -1.20196 2.43264 -5.05066
H: -1.25698 3.57716 -3.70383

No. 2
ORCA calculation (the ωB97M-V functional and the def2-TZVPD basis) on the molecule C18H23N3O4S2 in a non-equilibrium geometry.

Spin multiplicity: 1
ΔE to the lowest compared entry with this formula, charge and spin: 3.571 eV
Max |F|: 1.03 eV Å⁻¹
Structure (SMILES): COc1ccc(N2CCN(C(=O)CN(C)S(=O)(=O)c3cccs3)CC2)cc1
Electronic energy: -53369.0105 eV
LUMO: 0.42 eV

Cartesian coordinates (Å):
C: -2.14806 -0.48932 4.11337
H: -2.14580 -0.35798 5.19459
O: -1.31053 -1.59411 3.86318
C: -1.02616 -1.90178 2.56802
C: -1.66021 -1.36060 1.45819
C: -1.29070 -1.74718 0.18051
C: -0.29418 -2.69219 -0.02065
C: 0.32540 -3.24654 1.10020
C: -0.02893 -2.85801 2.37042
H: 0.45422 -3.28227 3.23640
H: 1.09259 -3.99336 0.96162
N: 0.14303 -3.14650 -1.28956
C: 1.47601 -2.70135 -1.63129
H: 2.16950 -2.95280 -0.82920
C: 1.48483 -1.17277 -1.83413
N: 0.27822 -0.77200 -2.53852
C: -0.29714 0.44018 -2.49197
O: -1.30529 0.71549 -3.12199
C: 0.32205 1.48525 -1.55827
N: -0.36316 1.38227 -0.28731
S: 0.58680 1.48968 1.06279
O: -0.25524 1.35561 2.20949
O: 1.69019 0.59521 0.88178
C: 1.23664 3.14111 1.03888
C: 2.45897 3.55311 0.60433
C: 2.60318 4.95587 0.66406
C: 1.48453 5.57135 1.13226
S: 0.23572 4.45250 1.51648
H: 1.31938 6.62028 1.27737
H: 3.49720 5.47673 0.37378
H: 3.21823 2.86735 0.27717
C: -1.65879 2.01140 -0.22310
H: -2.06267 1.82461 0.76778
H: -2.30470 1.57125 -0.98188
H: -1.59692 3.09350 -0.39620
H: 0.16113 2.47591 -2.00581
H: 1.38480 1.33031 -1.38816
C: -0.34679 -1.81274 -3.33150
H: 0.35843 -2.13535 -4.10481
C: -0.74052 -3.00274 -2.43093
H: -1.76719 -2.90820 -2.08012
H: -0.67387 -3.92524 -3.02271
H: -1.22185 -1.37886 -3.81636
H: 2.37258 -0.87074 -2.40597
H: 1.51434 -0.70567 -0.84803
H: 1.78904 -3.22692 -2.53767
H: -1.79065 -1.28367 -0.65691
H: -2.43716 -0.62199 1.57133
H: -1.75669 0.41076 3.63166
H: -3.17380 -0.67886 3.77738

No. 3
ORCA calculation (the ωB97M-V functional and the def2-TZVPD basis) on the molecule C18H23N3O5S3.

Spin multiplicity: 1
ΔE to the lowest compared entry with this formula, charge and spin: 0.000 eV
Max |F|: 0.80 eV Å⁻¹
Structure (SMILES): CCOC(=O)c1sc2nc(C)nc(SCC(=O)N(C)[C@H]3CCS(=O)(=O)C3)c2c1C
Electronic energy: -66253.7763 eV
LUMO: -0.09 eV

Cartesian coordinates (Å):
C: -1.22692 -0.93988 -7.99102
C: -0.69835 -2.01418 -7.06020
H: -1.44794 -2.79227 -6.87586
H: 0.19592 -2.49608 -7.47218
O: -0.35743 -1.40132 -5.81792
C: 0.01925 -2.22006 -4.82865
O: 0.08266 -3.42213 -4.94317
C: 0.33415 -1.45319 -3.62427
C: 0.74077 -1.91153 -2.39831
C: 0.94162 -0.83020 -1.49204
C: 1.31289 -0.76456 -0.13573
N: 1.43518 0.39494 0.48794
C: 1.21595 1.52644 -0.19059
N: 0.82603 1.58523 -1.44960
C: 0.68435 0.43015 -2.07867
S: 0.18437 0.28938 -3.72467
C: 1.45964 2.82441 0.50002
H: 0.71402 3.02706 1.26739
H: 1.42377 3.62003 -0.23754
H: 2.43503 2.81096 0.98125
S: 1.65303 -2.21782 0.77318
C: 1.66847 -1.56356 2.47122
H: 2.43023 -0.79704 2.54447
C: 0.25134 -1.13312 2.80537
O: -0.67061 -1.90314 2.60881
N: 0.05696 0.10241 3.32838
C: 1.11740 1.06241 3.54955
H: 1.80408 1.05999 2.70560
H: 0.70109 2.06255 3.60892
H: 1.66276 0.83959 4.47085
C: -1.32111 0.46875 3.61468
C: -1.83108 1.58098 2.71388
H: -2.89490 1.49380 2.51904
H: -1.28084 1.65691 1.78181
S: -1.61265 3.12134 3.66963
O: -0.43306 3.81886 3.22036
O: -2.83801 3.86440 3.70079
C: -1.28860 2.35441 5.30122
C: -1.56279 0.87958 5.08402
H: -0.95142 0.25645 5.73760
H: -2.60993 0.67302 5.30970
H: -0.26224 2.57572 5.57354
H: -1.96839 2.81211 6.01135
H: -1.88372 -0.45318 3.41847
H: 1.92896 -2.42257 3.09037
C: 0.94288 -3.33985 -2.04349
H: 1.96296 -3.49725 -1.69533
H: 0.75002 -3.97068 -2.90517
H: 0.27173 -3.61843 -1.23189
H: -0.47107 -0.17453 -8.14413
H: -1.48752 -1.38180 -8.94823
H: -2.10896 -0.47351 -7.56076

No. 4
ORCA calculation (the ωB97M-V functional and the def2-TZVPD basis) on the molecule C18H23N5O4 in a non-equilibrium geometry.

Spin multiplicity: 1
ΔE to the lowest compared entry with this formula, charge and spin: 0.129 eV
Max |F|: 2.82 eV Å⁻¹
Structure (SMILES): CNC(=O)[C@@H](CC(N)=O)NC(=O)[C@@H](Cc1c[nH]c2ccccc12)NC(C)=O
Electronic energy: -34682.2304 eV
LUMO: 0.72 eV

Cartesian coordinates (Å):
O: -2.71357 4.13561 0.49901
O: -1.85925 -0.61856 -2.72038
O: 1.33360 -2.30152 -3.00344
O: 1.51329 2.23309 -0.56564
C: -1.54118 4.49027 0.68019
C: -1.04765 -0.52211 -3.59449
C: 1.29647 -1.62457 -1.99085
C: 0.49467 1.56276 -0.38243
C: -2.10135 -0.71534 1.46825
C: -0.99874 0.01620 1.78278
C: 2.12073 -1.96782 2.84933
C: 1.51059 -3.21898 2.97798
C: 1.38112 -0.82914 2.53186
C: 0.16805 -3.37075 2.54334
C: 0.03983 -0.95170 2.11821
C: -0.51719 -2.23962 2.04380
N: -1.29315 -1.06453 -4.76148
N: -1.77873 -2.05396 1.55097
N: 1.49242 -2.16755 -0.79285
N: 0.26377 0.40208 -1.00164
N: -0.51952 3.62663 0.56919
C: -1.21647 5.94710 0.95984
C: 1.98104 -3.52406 -0.53193
C: 0.26929 0.24277 -3.39577
C: -0.91878 1.53433 1.79480
C: 1.02671 -0.13363 -2.12472
C: -0.69182 2.18977 0.43530
H: -3.05479 -0.30742 1.19878
H: 3.17211 -1.88111 3.04519
H: 2.11965 -4.05828 3.34873
H: 1.89036 0.13572 2.51263
H: -0.36141 -4.33895 2.65350
H: -0.54988 -1.23051 -5.42006
H: -2.12468 -1.64535 -4.83300
H: -2.46405 -2.77799 1.40237
H: 1.46587 -1.53366 -0.00090
H: -0.59111 -0.06980 -0.77732
H: 0.40947 3.95572 0.66096
H: -0.56187 6.01937 1.77607
H: -0.72801 6.34443 0.04681
H: -2.12723 6.49427 1.25322
H: 1.98032 -4.11798 -1.47743
H: 1.36148 -4.07487 0.20354
H: 3.01692 -3.47903 -0.19381
H: 0.05403 1.34161 -3.37661
H: 0.90535 0.09126 -4.23789
H: -0.06979 1.74063 2.41657
H: -1.84161 1.97808 2.21009
H: 1.98725 0.29810 -2.17063
H: -1.58255 2.03904 -0.18003

No. 5
ORCA calculation (the ωB97M-V functional and the def2-TZVPD basis) on a structure of composition C18H23N6O7SSn in a non-equilibrium geometry.

Spin multiplicity: 1
Max |F|: 1.74 eV Å⁻¹
Electronic energy: -58983.8137 eV
Net charge: -1
LUMO: 2.07 eV

Cartesian coordinates (Å):
Sn: 0.16710 -0.10740 0.04880
O: 0.83530 -3.60720 -2.82790
C: 1.10850 -2.50620 -2.12600
O: 1.19270 -2.51980 -0.92570
C: 1.28750 -1.29520 -2.96810
C: 1.68630 -1.33820 -4.29760
C: 1.81220 -0.13440 -4.97890
C: 1.51600 1.04690 -4.32240
C: 1.11270 0.98560 -2.98830
N: 1.02520 -0.15820 -2.34540
C: 0.72170 2.24730 -2.19700
O: 0.61660 3.29100 -2.82410
O: 0.50590 2.08350 -0.96540
H: 0.60830 -4.32260 -2.21060
H: 1.89560 -2.28510 -4.77200
H: 2.13320 -0.13030 -6.01160
H: 1.57900 2.01220 -4.80090
C: 2.57560 1.02740 4.18210
C: 1.93030 0.14240 3.11750
C: 1.56120 -1.22900 3.67600
O: 0.72580 0.74430 2.63530
C: 2.94880 -0.11120 1.94160
O: 4.11560 -0.30270 2.24580
O: 2.45520 -0.12120 0.77810
H: 2.00720 1.00990 5.11190
H: 2.63750 2.05510 3.82550
H: 3.58550 0.66780 4.35860
H: 0.77340 -1.14590 4.42340
H: 2.44080 -1.68080 4.12560
H: 1.21550 -1.86350 2.86090
H: 0.98650 1.58240 2.23010
C: -3.68620 0.65100 0.51230
N: -4.79000 1.60670 0.58020
C: -4.97090 2.17330 -0.75320
N: -3.76780 2.82910 -1.24470
C: -2.69110 1.84560 -1.26490
N: -2.44990 1.27930 0.06040
C: -2.12870 2.37380 0.97090
N: -3.19480 3.36790 1.04460
C: -4.41260 2.69220 1.47660
C: -3.40330 3.88240 -0.30620
H: -3.95670 -0.14910 -0.17960
H: -3.52220 0.21570 1.50190
H: -5.78340 2.90670 -0.71540
H: -5.23930 1.36750 -1.44070
H: -1.77930 2.32640 -1.61350
H: -2.95140 1.03670 -1.95130
H: -1.21840 2.85550 0.60900
H: -1.95930 1.95800 1.96990
H: -5.23320 3.41760 1.50910
H: -4.25240 2.28940 2.48120
H: -2.47570 4.35060 -0.64350
H: -4.20480 4.62850 -0.28560
S: -3.65820 -3.24800 -1.01050
C: -2.43450 -2.23670 -1.11150
N: -1.52230 -1.50270 -1.21510

No. 6
ORCA calculation (the ωB97M-V functional and the def2-TZVPD basis) on the molecule C18H23NO6.

Spin multiplicity: 1
ΔE to the lowest compared entry with this formula, charge and spin: 0.088 eV
Max |F|: 0.75 eV Å⁻¹
Structure (SMILES): CCC(=O)c1ccc(OCC(=O)OCC(=O)NC[C@H]2CCCO2)cc1
Electronic energy: -32814.7355 eV
LUMO: 0.42 eV

Cartesian coordinates (Å):
C: -2.37421 -7.29218 -1.91634
C: -2.00314 -5.84392 -2.20666
C: -2.29577 -4.94184 -1.02389
O: -2.75278 -5.37254 0.01208
C: -1.99788 -3.49678 -1.19020
C: -2.29092 -2.64933 -0.12249
C: -2.04936 -1.29217 -0.18639
C: -1.49785 -0.74693 -1.34192
C: -1.19960 -1.58595 -2.41781
C: -1.44503 -2.93841 -2.34464
H: -1.19961 -3.55628 -3.19366
H: -0.77127 -1.14409 -3.30339
O: -1.22132 0.57392 -1.53134
C: -1.46020 1.46905 -0.48088
C: -0.59441 1.23597 0.75451
O: -0.83952 1.72025 1.83137
O: 0.44613 0.46231 0.48816
C: 1.30937 0.09003 1.56226
H: 1.74921 -0.86448 1.27048
H: 0.72573 -0.01588 2.48297
C: 2.44046 1.11261 1.78358
O: 3.60255 0.82740 1.59041
N: 2.00898 2.30153 2.22831
H: 1.01869 2.48254 2.33105
C: 2.88985 3.42737 2.42483
H: 3.91154 3.05049 2.49917
H: 2.60976 3.92989 3.35324
C: 2.78949 4.42924 1.26245
C: 3.22266 3.83579 -0.09386
H: 3.88976 4.52687 -0.60854
C: 1.90759 3.69123 -0.86147
H: 1.45971 2.71542 -0.67232
C: 1.06777 4.80178 -0.23242
H: 1.29976 5.76913 -0.70265
H: -0.01000 4.63463 -0.28250
O: 1.42987 4.82916 1.13124
H: 2.02656 3.81941 -1.93462
H: 3.73696 2.88660 0.03353
H: 3.40061 5.30724 1.51842
H: -2.51346 1.47722 -0.16892
H: -1.21576 2.45972 -0.87958
H: -2.29085 -0.67533 0.66609
H: -2.71761 -3.08407 0.76923
H: -2.56465 -5.47565 -3.06858
H: -0.93852 -5.76775 -2.44097
H: -3.43318 -7.36854 -1.68333
H: -2.15528 -7.92166 -2.77534
H: -1.81528 -7.65774 -1.05880

No. 7
ORCA calculation (the ωB97M-V functional and the def2-TZVPD basis) on a cluster of 8 separate species, C18H24B2NO36S5 in total in a non-equilibrium geometry.

Spin multiplicity: 1
ΔE to the lowest compared entry with this formula, charge and spin: 3.762 eV
Max |F|: 6.59 eV Å⁻¹
Electronic energy: -149790.8172 eV
Net charge: -1
LUMO: 1.63 eV

Cartesian coordinates (Å):
N: 0.24596 1.11344 0.47213
H: -0.18383 1.03118 1.38241
H: -0.41885 1.50181 -0.18154
H: 0.58083 0.22965 0.11591
H: 0.98312 1.80268 0.51254
O: 2.80778 2.32459 0.60487
C: 3.26346 3.02284 -0.28280
O: 3.00358 2.97833 -1.54711
B: 4.06135 3.62092 -2.34730
O: 4.96420 4.20258 -1.31516
C: 4.50951 3.92810 -0.08575
O: 4.98722 4.20887 0.95916
O: 4.80512 2.56215 -3.01310
C: 4.76339 2.83616 -4.30657
O: 5.21487 2.11712 -5.25431
C: 4.01223 4.21300 -4.47812
O: 3.53791 4.54653 -3.29892
O: 3.93033 4.66923 -5.62180
O: -2.84457 -7.11839 0.87789
C: -2.29751 -6.13326 0.31432
O: -1.42950 -5.25259 0.69713
B: -0.86281 -4.50038 -0.38834
O: -1.71355 -4.75774 -1.53481
C: -2.54228 -5.73751 -1.16062
O: -3.45522 -6.27822 -1.89620
O: 0.50909 -4.84963 -0.68450
C: 1.25755 -3.81465 -0.70770
O: 2.39519 -3.65677 -1.13031
C: 0.42866 -2.62578 -0.21082
O: -0.84186 -3.08337 -0.07933
O: 0.76495 -1.50345 0.20345
C: 2.06674 -2.12681 -4.31291
C: 3.41269 -1.51063 -3.60041
O: 2.96098 -0.23239 -3.01574
S: 1.45242 0.10838 -3.43520
O: 1.45112 0.84326 -4.71718
O: 0.78142 0.75398 -2.29771
O: 1.02493 -1.46935 -3.63664
H: 1.89787 -3.20344 -4.29201
H: 2.05464 -1.82695 -5.36078
H: 4.21443 -1.34852 -4.32085
H: 3.63886 -2.03532 -2.67217
C: -4.15929 -2.86125 1.92203
C: -5.02600 -2.75866 0.68956
O: -4.48705 -1.73085 -0.07337
S: -3.51284 -0.71744 0.70729
O: -4.33555 0.27410 1.35349
O: -2.39989 -0.32474 -0.14352
O: -3.07222 -1.91227 1.77067
H: -3.68441 -3.83770 2.01755
H: -4.60598 -2.64051 2.89149
H: -6.04220 -2.37124 0.76282
H: -5.05037 -3.70674 0.15230
C: -2.61137 2.04779 6.06667
C: -1.54001 3.10652 5.91598
O: -1.26600 3.08842 4.56427
S: -2.20034 2.15412 3.60176
O: -1.51154 1.30785 2.62043
O: -3.38091 2.88821 3.24698
O: -2.53630 1.20517 4.93130
H: -3.59451 2.47747 5.87462
H: -2.51162 1.55444 7.03350
H: -0.69382 2.75455 6.50605
H: -1.89783 4.10821 6.15401
C: -0.30304 -3.01706 3.65662
C: 1.07980 -3.34791 4.13583
O: 1.67521 -2.25818 4.76335
S: 0.93592 -0.90416 4.29344
O: 1.38325 -0.47388 2.95177
O: 0.83294 0.02062 5.43478
O: -0.45951 -1.71288 4.04479
H: -1.00634 -3.64667 4.20166
H: -0.40477 -3.14364 2.57878
H: 1.72629 -3.64840 3.31130
H: 1.01623 -4.08142 4.93959
C: -1.05028 3.21778 -4.20367
C: 0.10748 4.07024 -4.34604
O: 0.01763 5.03952 -3.35154
S: -0.62564 4.39562 -1.93309
O: -1.47546 5.37789 -1.32706
O: 0.31882 3.69146 -1.10213
O: -1.49189 3.25958 -2.86198
H: -0.84711 2.16271 -4.38706
H: -1.91944 3.47179 -4.81043
H: 0.21949 4.39035 -5.38194
H: 0.99804 3.48155 -4.12594

No. 8
ORCA calculation (the ωB97M-V functional and the def2-TZVPD basis) on the molecule C18H24F3NO2 in a non-equilibrium geometry.

Spin multiplicity: 1
ΔE to the lowest compared entry with this formula, charge and spin: 17.933 eV
Max |F|: 19.64 eV Å⁻¹
Structure (SMILES): O=C(CCC(F)(F)F)N1CCC(CO)(CCc2ccccc2)CC1
Electronic energy: -32776.7344 eV
LUMO: 0.48 eV

Cartesian coordinates (Å):
O: 3.50159 -2.78705 -0.30604
C: 2.25703 -2.55340 0.11326
N: 1.39653 -1.63512 -0.28666
C: 0.07626 -1.46232 -0.00247
H: -0.01791 -0.93871 0.77492
C: -0.58702 -0.76873 -1.13014
H: -0.51705 -1.38366 -2.04823
H: -1.79722 -0.66931 -0.69951
C: -0.11555 0.52422 -1.42470
C: 1.46338 0.58893 -1.22989
H: 1.99850 1.14514 -1.67846
C: 1.93328 -1.01059 -1.35503
H: 3.00484 -0.86760 -1.52782
H: 1.75145 -1.21838 -2.31311
H: 1.60300 0.80337 -0.20886
C: -0.13687 0.82119 -2.95669
O: -1.54365 0.69261 -3.49451
H: -2.09319 1.23543 -2.95743
H: 0.21865 0.20408 -3.40854
H: 0.14676 1.86296 -3.13419
C: -0.74006 1.71956 -0.68994
H: 0.05659 2.60815 -0.82329
H: -1.65771 1.91201 -0.88647
C: -0.53713 1.65615 0.93511
C: -1.55058 2.83022 1.56107
C: -2.70937 3.11541 1.68525
C: -3.20312 4.26588 1.96011
C: -2.46414 5.29372 2.57331
C: -0.90500 5.16965 2.17543
C: -0.43331 4.09073 1.69723
H: 0.50867 3.93181 1.65660
H: -0.50370 5.98615 2.36915
H: -2.82513 6.24423 2.84429
H: -4.28399 4.28611 2.17098
H: -3.29119 2.18464 1.36985
H: 0.28975 1.54243 1.47514
H: -1.50286 0.80054 1.14001
H: -0.15229 -2.39202 0.25021
C: 1.83008 -3.60904 1.28460
H: 0.95611 -3.40441 1.76140
C: 1.93175 -4.90927 0.74205
C: 0.89865 -5.39328 -0.07021
F: 0.73829 -4.66466 -1.33699
F: 0.64015 -6.61149 -0.67504
F: -0.59359 -5.17415 0.44502
H: 1.64187 -5.57367 1.58140
H: 2.74991 -5.15478 0.15534
H: 2.56853 -3.33366 1.92250